Below is a gas-phase ion, C3H6Br3NOP (charge +1) in a non-equilibrium geometry, with properties calculated with the ωB97M-V functional and the def2-TZVPD basis.

## Properties
HOMO-LUMO gap: 9.66 eV
Energy above the lowest of the compared OMol25 structures with the same formula, charge and spin: 0.000 eV
Strongest force on any atom: 7.78 eV/Å
Highest occupied orbital energy: -14.6122 eV
LUMO: -4.96 eV
Net charge: +1

```
15
Properties=species:S:1:pos:R:3:forces:R:3
H -1.09688 0.20094 -0.42794 -0.8 0.3 0.6
O 0.22381 2.50880 1.25645 4.2 -3.0 -5.8
H 0.95131 0.53291 2.09112 0.8 0.6 1.6
Br 2.15064 -2.37057 -1.00227 0.1 0.9 0.2
C 0.92267 2.00787 0.28809 -3.9 2.2 5.3
C -0.15055 0.21942 -0.90556 -0.5 0.7 -3.5
Br 3.85271 -0.13102 0.98890 -0.3 0.1 -0.7
H -0.62726 0.07626 1.49286 2.2 -0.9 -0.1
H -0.07565 -0.78518 -1.40561 0.4 1.0 0.6
H -0.22608 1.03951 -1.74677 0.5 -1.6 1.6
N 0.92911 0.50155 0.07630 -0.4 0.3 -0.5
Br 1.89780 2.98776 -0.92892 0.1 0.2 -0.1
P 2.60829 -0.18416 -0.85624 -0.1 -0.4 1.2
C 0.51941 -0.09472 1.38291 -2.4 1.5 -0.5
H 0.89571 -1.06060 1.45821 0.1 -1.9 0.1
```
Positions in Å, forces in eV/Å.

Atom charges from the Löwdin analysis, given in e for atoms 1 to 8: number 1, H, carries 0.0834; number 2, O, carries 0.0370; number 3, H, carries 0.0600; number 4, Br, carries 0.3397; number 5, C, carries -0.8190; number 6, C, carries -0.1223; number 7, Br, carries 0.3398; number 8, H, carries 0.1572

Below is C16H15N5O2 in the gas phase in a non-equilibrium geometry, with properties calculated with the ωB97M-V functional and the def2-TZVPD basis.

## Properties
HOMO-LUMO gap: 7.78 eV
Energy above the lowest of the compared OMol25 structures with the same formula, charge and spin: 3.286 eV
Strongest force on any atom: 3.76 eV/Å
Highest occupied orbital energy: -8.5617 eV
LUMO: -0.78 eV
Net charge: 0

```
38
Properties=species:S:1:pos:R:3:forces:R:3
H 2.60451 0.82823 -5.02027 -0.1 0.0 0.0
C -2.11611 0.53314 -2.21462 -0.1 -0.1 0.3
O -2.57715 -3.72568 5.12373 0.0 1.5 -0.8
C -2.24586 -0.70015 3.24814 -0.8 -0.1 1.0
N 0.08367 0.80475 -1.77530 -0.1 -0.6 -0.6
H -2.56105 -0.57053 -0.31158 1.0 0.7 -0.5
H -1.54422 0.99276 2.18301 0.0 -0.1 -0.2
C -0.46861 -2.24769 1.81751 -1.2 0.9 0.8
H -2.92518 -0.08349 3.80932 -0.2 0.1 0.2
C 2.33814 1.15933 0.52761 -1.5 0.8 -0.8
C -0.45264 0.12808 -0.67347 -2.1 -0.1 -1.5
H 1.09102 -1.03040 0.18256 0.0 0.1 0.3
C -1.47350 -0.08104 2.29107 0.5 -1.4 -0.1
H 3.03190 0.37866 0.78568 0.2 -0.4 0.4
C -2.17339 -2.07349 3.58577 2.2 1.6 -2.6
C 1.68217 1.08702 -4.50068 0.2 0.3 0.3
H -0.81805 1.47043 -3.63692 0.6 0.5 -0.5
N 2.07491 1.49985 -3.13525 -1.2 -0.1 -0.3
C -0.93074 1.00759 -2.69277 -0.6 0.0 0.0
C -1.81845 -0.02026 -0.94173 0.0 -0.9 1.0
C 3.54452 1.86449 -1.64243 -1.2 -0.5 1.6
H -1.06649 -3.84146 3.06721 -0.2 -0.6 0.2
H 0.37095 1.68650 1.00034 0.6 -0.6 0.0
H 2.66776 2.09045 1.02747 0.0 -0.5 -0.3
C -1.25951 -2.81853 2.82800 0.3 -0.2 0.3
O -3.83275 -1.94212 5.16708 1.9 -0.8 -1.0
N -2.87981 -2.60295 4.69160 -2.4 -1.2 2.1
H 4.42944 2.18582 -1.10593 0.1 0.0 -0.5
C 0.33713 -0.29728 0.49930 -0.4 0.6 0.2
H 0.25245 -2.81282 1.24874 -0.1 -0.3 0.1
H 1.02819 0.20124 -4.47632 0.3 0.4 0.2
C -0.57764 -0.88553 1.55681 0.2 -0.2 -0.2
H -3.11525 0.58147 -2.68259 1.0 0.0 0.2
N 0.98545 0.86049 1.08044 1.5 1.0 0.2
N 3.32203 1.99465 -2.89978 -0.1 -0.5 -2.4
C 1.42925 1.16290 -1.94992 1.2 0.2 -0.6
H 1.17260 1.88824 -5.05170 0.1 -0.1 0.2
C 2.39032 1.32732 -1.01012 0.6 0.4 3.1
```
Positions in Å, forces in eV/Å.

Atom charges from the Löwdin analysis, given in e for atoms 1 to 8: number 1, H, carries 0.0826; number 2, C, carries -0.0759; number 3, O, carries 0.0684; number 4, C, carries 0.0122; number 5, N, carries 0.0476; number 6, H, carries 0.1248; number 7, H, carries 0.1212; number 8, C, carries 0.0021

Below is 2 unconnected molecules or ions with the total composition C3H8N2OS2 in a non-equilibrium geometry, with properties calculated with the ωB97M-V functional and the def2-TZVPD basis.

## Properties
HOMO-LUMO gap (spin up / spin down): 6.19 / 6.21 eV
Energy above the lowest of the compared OMol25 structures with the same formula, charge and spin: 7.507 eV
Strongest force on any atom: 4.72 eV/Å
Highest occupied orbital energy (spin up / spin down): -8.9337 / -8.9470 eV
LUMO (spin up / spin down): -2.74 / -2.74 eV
Net charge: 0

```
16
Properties=species:S:1:pos:R:3:forces:R:3
H -2.30171 -0.37041 1.36795 -0.1 -0.4 0.6
C 0.07219 -0.28953 -1.37697 0.7 0.4 -0.7
H 1.08354 -2.19902 -1.40138 0.0 0.0 0.1
C 0.23778 0.13880 -0.01004 0.3 -3.2 3.5
H 0.05835 0.63503 -1.97740 -0.2 0.0 -0.1
O -0.87483 2.46783 0.29155 0.3 0.3 0.0
H 0.39506 1.97888 2.53952 0.1 0.2 -0.2
H 1.04906 -1.36715 -2.96545 0.0 0.0 -0.1
S -0.87220 1.16762 0.88308 -0.7 0.3 0.6
H -0.91353 -0.75433 -1.52051 -0.1 0.3 0.3
S 1.18911 -1.39131 1.82383 -1.1 1.9 -2.8
C 1.15982 -1.23200 -1.89218 0.0 0.0 0.1
H 2.14689 -0.82478 -1.69097 0.1 0.0 0.0
H 0.08287 0.34842 2.71276 0.1 -0.2 0.1
N -2.21359 0.43791 0.78131 1.4 0.3 -0.4
N -0.29881 1.25403 2.43487 -0.7 0.1 -1.0
```
Positions in Å, forces in eV/Å.

Atom charges from the Löwdin analysis, given in e for atoms 1 to 8: number 1, H, carries 0.0288; number 2, C, carries -0.3115; number 3, H, carries 0.0682; number 4, C, carries -0.1718; number 5, H, carries 0.1405; number 6, O, carries -0.3031; number 7, H, carries 0.0731; number 8, H, carries 0.0761

Below is C2 in the gas phase in a non-equilibrium geometry, with properties calculated with the ωB97M-V functional and the def2-TZVPD basis.

## Properties
HOMO-LUMO gap: 6.08 eV
Energy above the lowest of the compared OMol25 structures with the same formula, charge and spin: 1.176 eV
Strongest force on any atom: 8.57 eV/Å
Highest occupied orbital energy: -10.8081 eV
LUMO: -4.72 eV
Net charge: 0

```
2
Properties=species:S:1:pos:R:3:forces:R:3
C 0.00000 0.00000 0.73250 0.0 0.0 -8.6
C 0.00000 0.00000 -0.73250 0.0 0.0 8.6
```
Positions in Å, forces in eV/Å.

From a Löwdin analysis of the wavefunction, the atomic charges in e read: number 1, C, carries 0.0000; number 2, C, carries 0.0000

Below is 14 unconnected molecules or ions with the total composition C36H56FN14O6P in a non-equilibrium geometry, with properties calculated with the ωB97M-V functional and the def2-TZVPD basis.

## Properties
HOMO-LUMO gap: 9.34 eV
Strongest force on any atom: 1.74 eV/Å
Highest occupied orbital energy: -9.2416 eV
LUMO: 0.09 eV
Net charge: 0

```
114
Properties=species:S:1:pos:R:3:forces:R:3
O 1.27185 -2.69667 0.56596 0.2 0.8 -0.1
C -6.34511 4.43111 -1.74310 0.0 0.0 -0.1
H -4.10974 -5.89964 4.91340 0.0 0.0 0.0
H -9.95777 4.92307 -1.73380 0.0 0.0 0.0
H -9.03775 6.44010 -1.73261 0.0 0.0 0.0
C 0.60005 -2.32342 -5.13561 0.1 0.0 0.0
N 6.76615 3.31481 0.36810 -0.1 0.1 0.1
C 2.37614 -1.86320 0.17786 -0.1 -0.7 -0.2
H 2.83678 -1.35281 1.01537 -0.1 0.1 0.1
C 11.28551 5.71556 1.82991 0.0 0.0 0.0
H 3.10262 -2.53505 -0.27483 0.1 0.0 0.0
H 0.72030 -1.36131 -5.62911 0.0 0.0 0.0
H 0.95688 -3.17115 6.15066 0.0 0.0 0.0
N -7.76303 2.79771 -0.29453 0.0 0.0 0.0
C -4.73402 -2.04342 0.79337 0.6 -0.2 1.6
O -3.53536 0.07418 -1.65349 0.4 0.0 0.1
H 12.03762 6.45056 2.10913 0.0 0.0 0.0
H 10.09095 4.20711 -1.18125 0.0 0.0 0.0
N -1.34221 -3.65582 -6.24466 0.0 0.0 0.0
H -0.73465 -2.85185 -0.98344 0.1 0.0 -0.1
H -3.42892 -1.90648 2.53435 0.1 0.0 0.0
H -4.95120 -7.00130 3.80529 0.0 0.0 0.0
H -2.97656 -7.12237 -1.13383 0.0 0.0 0.0
C -1.35028 -2.10132 -0.49776 -0.7 0.5 0.0
H 8.44026 3.57844 -1.32891 0.0 0.0 0.0
O 0.22089 -2.93059 2.86701 0.1 0.0 0.0
C -3.64160 -5.96177 0.47585 0.0 0.0 0.1
H -5.13060 -1.80576 2.90669 0.0 -0.1 0.2
N 9.96463 6.54976 -0.25331 0.0 0.0 0.0
H -6.63205 5.45504 -1.51032 0.0 0.0 0.0
F 1.34272 -1.46201 -1.90244 0.0 -0.1 -0.2
N -1.32687 -5.03752 7.24362 0.0 0.0 0.0
C 1.93518 -0.86561 -0.85763 0.1 0.7 0.5
N -3.59274 -1.41233 0.09487 -0.9 0.1 -1.5
C 10.54949 6.18240 0.66304 -0.1 0.1 0.0
C -4.40215 -2.31474 2.27981 -0.2 0.3 -0.2
C -9.79363 5.86191 -2.26061 0.0 0.0 0.0
C -0.48173 -3.06850 -5.76272 -0.1 0.0 0.0
H -1.71875 -6.16746 -0.32383 0.0 0.0 0.0
C -3.85629 -0.18864 -0.50509 0.0 0.1 0.1
H -3.05556 -3.33686 -0.54496 -0.2 0.0 0.2
C -0.79305 -4.18700 6.68682 0.0 -0.1 0.0
C -6.03297 -5.29855 4.34943 0.0 0.1 0.0
H 7.65159 -0.63452 -3.85320 0.0 0.0 0.0
C -4.03648 3.18144 4.02827 0.0 0.0 0.0
C 5.64771 3.06452 0.29949 0.2 0.0 -0.1
H -3.30041 3.60678 4.70754 0.0 0.0 0.0
H 8.67556 0.49882 -2.93511 -0.1 -0.3 -0.1
N 8.10173 -1.97093 0.49940 0.0 0.0 0.0
H -0.48736 -2.15222 6.30839 0.0 0.0 0.0
C -2.61459 -6.76683 -0.17111 0.0 0.0 0.0
C -0.68484 1.26752 1.10841 0.3 -0.3 0.1
C -4.50796 0.86127 0.36042 0.0 -0.1 -0.2
H 3.83106 2.48016 1.15892 0.0 0.0 0.0
C -7.12799 3.51086 -0.93073 -0.1 0.0 0.0
H 0.36917 -2.15879 -4.08520 0.0 0.0 0.0
H -4.42902 -3.37453 2.50475 0.0 -0.1 0.1
C -3.77481 1.76148 3.84350 0.0 -0.1 0.1
H 9.08963 4.68622 -2.55354 0.0 0.0 0.0
O 0.54437 -0.61324 1.82400 -0.6 -0.3 -0.8
C 9.84107 2.73321 -2.64415 0.1 0.0 -0.1
H -2.40220 1.41915 -5.52220 0.0 0.0 0.0
N 10.24025 1.84100 -3.24913 0.1 0.2 0.1
C 4.24972 2.69330 0.17663 -0.2 0.0 0.0
O -1.20924 -2.20709 0.94152 0.5 -0.3 -0.6
H -1.26825 0.01842 2.72532 0.3 0.1 0.4
H -5.59070 0.81142 0.25374 -0.1 0.0 0.1
C 7.97451 -0.33573 -2.85797 0.0 0.1 0.0
C -9.35169 5.59348 -3.62349 0.0 0.0 0.0
H 9.16706 0.70329 1.77967 0.0 0.0 0.0
H 8.45774 -1.17785 -2.36477 0.0 0.0 0.0
H -5.42380 -6.92612 5.51533 0.0 0.0 0.0
H 1.53280 -2.87904 -5.21285 0.0 0.0 0.0
H -5.62100 -1.41953 0.77486 0.0 0.1 -0.4
H 11.77747 4.77129 1.60374 0.0 0.0 0.0
C -2.29070 0.66653 -6.30003 0.0 0.0 0.0
H -1.31864 2.10251 1.35903 -0.5 -0.2 -0.3
H -4.20950 0.77421 1.40253 -0.2 -0.1 -0.1
N 0.20067 0.52669 -7.04671 0.0 0.0 0.1
C 8.16739 -0.87250 0.82640 0.0 -0.1 0.0
C -0.55618 0.25401 1.94502 0.0 0.4 0.0
H -1.07613 -1.09864 -0.83205 0.2 0.0 0.1
H 10.60005 5.57091 2.66250 0.0 0.0 0.0
H -10.72223 6.42865 -2.27931 0.0 0.0 0.0
H -4.18155 1.81110 -0.05534 0.0 0.1 0.1
N 5.98470 0.45417 -1.38469 -0.1 0.0 -0.1
N -3.56818 0.64275 3.69198 0.1 0.1 0.1
H -2.91378 0.93391 -7.15099 0.0 0.0 0.0
N -4.44534 -5.32019 0.98589 0.0 -0.2 -0.1
C 6.83990 0.10596 -2.06655 0.0 -0.2 0.2
N -6.78690 -4.46994 4.10260 0.0 0.0 0.0
H -0.12152 1.25770 0.18603 0.4 0.5 0.2
H -4.96397 -3.00177 0.33968 -0.1 0.1 -0.4
H 8.23569 1.15910 0.33725 0.0 0.0 0.0
H 7.39652 0.78973 1.84323 0.0 0.0 0.0
C -0.11466 -3.11708 5.96811 -0.1 0.0 0.0
H 3.68157 3.49888 -0.28491 0.0 0.0 0.0
H -2.61277 -0.29878 -5.91263 0.0 0.0 0.0
C 8.24904 0.52713 1.22167 0.1 0.0 0.0
N -8.99759 5.37470 -4.69274 0.0 0.0 0.0
H 4.18414 1.80305 -0.44340 0.0 0.0 0.0
H -2.36661 -7.62099 0.45567 0.0 0.0 0.0
H -5.28365 4.30688 -1.53789 0.0 0.0 0.0
C -2.82740 -2.29697 -0.77381 0.3 -0.7 0.4
P 0.19858 -2.16376 1.62683 -0.2 -0.7 1.1
C -0.89726 0.58838 -6.71678 0.1 0.0 -0.1
H -6.53137 4.24115 -2.79894 0.0 0.0 0.0
H -3.97836 3.69322 3.06916 0.0 0.0 0.0
H -5.03150 3.32032 4.44626 0.0 0.0 0.0
H -3.04656 -2.13615 -1.82800 0.0 0.1 -0.1
O 2.04002 0.31094 -0.80118 0.0 -0.2 -0.3
C -5.07166 -6.34532 4.66525 0.1 0.0 0.0
H -0.29401 -3.21374 4.89869 0.1 0.0 0.0
C 9.33530 3.86743 -1.88107 -0.1 -0.2 -0.1
```
Positions in Å, forces in eV/Å.

Atom charges from the Löwdin analysis, given in e for atoms 1 to 8: number 1, O, carries -0.1408; number 2, C, carries -0.0673; number 3, H, carries 0.0782; number 4, H, carries 0.0805; number 5, H, carries 0.0739; number 6, C, carries -0.0695; number 7, N, carries 0.1420; number 8, C, carries -0.0826

Below is H2NO4P in the gas phase in a non-equilibrium geometry, with properties calculated with the ωB97M-V functional and the def2-TZVPD basis.

## Properties
HOMO-LUMO gap (spin up / spin down): 8.21 / 8.22 eV
Energy above the lowest of the compared OMol25 structures with the same formula, charge and spin: 3.518 eV
Strongest force on any atom: 7.53 eV/Å
Highest occupied orbital energy (spin up / spin down): -9.8516 / -9.8532 eV
LUMO (spin up / spin down): -1.64 / -1.64 eV
Net charge: 0

```
8
Properties=species:S:1:pos:R:3:forces:R:3
O 2.24968 1.12744 0.43712 -0.8 -5.1 -2.2
O -0.39068 0.67093 0.21827 -0.9 -0.2 -1.8
N 2.07954 -0.28500 -0.11607 3.0 6.8 1.4
O 2.97946 -0.80510 -0.62885 -0.2 -1.0 -0.6
H -0.49786 1.47676 0.67866 0.0 1.7 0.6
H -0.33546 -1.57033 -0.55153 -0.1 -0.3 0.5
O -0.04568 -1.65220 0.37782 0.4 0.3 -0.7
P 0.67250 -0.26156 0.89331 -1.5 -2.3 2.9
```
Positions in Å, forces in eV/Å.

From a Löwdin analysis of the wavefunction, the atomic charges in e read: number 1, O, carries -0.2195; number 2, O, carries -0.1926; number 3, N, carries -0.3348; number 4, O, carries 0.1462; number 5, H, carries 0.0502; number 6, H, carries 0.0636; number 7, O, carries -0.2717; number 8, P, carries 0.7585

Question: What is the strongest force on any atom in the second record?
Answer: 3.76 eV/Å

Copy entry 4 word for word.
Below is C2 in the gas phase in a non-equilibrium geometry, with properties calculated with the ωB97M-V functional and the def2-TZVPD basis.

## Properties
HOMO-LUMO gap: 6.08 eV
Energy above the lowest of the compared OMol25 structures with the same formula, charge and spin: 1.176 eV
Strongest force on any atom: 8.57 eV/Å
Highest occupied orbital energy: -10.8081 eV
LUMO: -4.72 eV
Net charge: 0

```
2
Properties=species:S:1:pos:R:3:forces:R:3
C 0.00000 0.00000 0.73250 0.0 0.0 -8.6
C 0.00000 0.00000 -0.73250 0.0 0.0 8.6
```
Positions in Å, forces in eV/Å.

From a Löwdin analysis of the wavefunction, the atomic charges in e read: number 1, C, carries 0.0000; number 2, C, carries 0.0000